Entry 1:
16
Properties=species:S:1:pos:R:3 method="wB97M-V/def2-TZVPD" multiplicity=3 homo_ev="-6.9 / -9.5" s2=2.01 energy_ev=-35897.859
C 0.787 -0.919 0.614
C 0.278 -0.243 -2.069
C -0.111 0.116 0.741
N 0.205 1.452 0.511
O 0.358 -2.160 0.444
O -0.753 0.526 -1.970
O -1.445 -0.277 0.519
Cl 1.794 0.292 -2.385
Cl -0.302 0.136 3.163
H 1.797 -0.745 0.765
H -0.036 -1.280 -2.468
H -0.586 1.984 1.011
H 1.012 1.712 1.123
H -0.578 -2.163 0.499
H -0.500 1.502 -1.709
H -1.920 0.066 1.213

***

Entry 2:
13
Properties=species:S:1:pos:R:3 method="wB97M-V/def2-TZVPD" e_above_lowest_kcal_mol=21.24 homo_ev=-8.8 energy_ev=-19953.879
C -1.864 -0.383 -0.423
N -0.455 -0.028 -0.518
C 0.365 0.246 0.650
C 1.756 0.574 0.198
F 1.846 1.483 -0.798
Cl 2.527 -0.980 -0.321
H -2.142 -1.077 0.391
H -2.069 -0.955 -1.306
H -2.488 0.470 -0.393
H 0.002 -0.684 -1.185
H 0.380 -0.612 1.320
H -0.178 1.025 1.320
H 2.319 0.921 1.065

***

Entry 3:
14
Properties=species:S:1:pos:R:3 method="wB97M-V/def2-TZVPD" e_above_lowest_kcal_mol=72.25 homo_ev=-8.2 energy_ev=-20771.054
C 0.756 1.336 1.040
C -1.721 -2.256 -0.563
C 1.015 -0.033 -0.740
N -0.680 -0.488 0.761
N 0.268 0.280 0.462
O -1.630 -1.833 -1.710
Cl -0.984 -3.689 0.031
H 0.223 1.830 1.886
H 1.726 1.691 0.636
H -2.517 -1.909 0.150
H 1.420 -1.008 -0.756
H 0.080 -0.214 -1.383
H 1.620 0.715 -1.019
H -1.294 -0.205 1.536

***

Entry 4:
15
Properties=species:S:1:pos:R:3 method="wB97M-V/def2-TZVPD" e_above_lowest_kcal_mol=83.59 total_charge=-1 homo_ev="-3.5 / -3.5" energy_ev=-32164.252
C 2.239 -1.766 1.090
C -1.684 0.959 0.434
C -0.891 -0.608 -1.327
N -0.708 0.536 -0.500
O 1.888 1.021 -0.713
O 0.846 1.293 1.493
S 0.888 0.510 0.226
Cl 3.566 -1.321 0.075
H 2.436 -1.152 2.014
H -2.194 0.080 0.951
H -1.109 1.574 1.088
H -2.486 1.565 -0.089
H -1.913 -0.963 -1.256
H -0.774 -0.371 -2.411
H -0.105 -1.357 -1.075

***

Entry 5:
13
Properties=species:S:1:pos:R:3 method="wB97M-V/def2-TZVPD" e_above_lowest_kcal_mol=31.93 homo_ev=-8.8 energy_ev=-28628.391
C 0.198 1.497 0.369
C -0.169 0.156 -0.217
C 0.929 -0.943 0.123
O 0.499 -2.252 -0.271
S -1.697 -0.604 0.672
Cl -3.078 0.578 -0.242
H -0.485 2.190 -0.062
H 1.155 1.855 0.031
H 0.011 1.387 1.357
H -0.625 0.225 -1.202
H 1.885 -0.773 -0.463
H 0.866 -1.058 1.217
H 0.512 -2.258 -1.311

***

Entry 6:
13
Properties=species:S:1:pos:R:3 method="wB97M-V/def2-TZVPD" e_above_lowest_kcal_mol=27.95 total_charge=+1 homo_ev=-11.8 energy_ev=-7304.623
Cs -26.816 5.407 -18.679
C -21.274 3.772 -14.599
C -22.328 2.710 -15.069
O -22.551 2.697 -16.271
N -22.920 1.973 -14.127
C -23.930 0.930 -14.327
H -20.367 3.389 -14.130
H -21.868 4.238 -13.814
H -21.090 4.447 -15.435
H -22.290 1.769 -13.364
H -23.582 -0.026 -13.936
H -24.045 0.829 -15.406
H -24.906 1.123 -13.883

***

Entry 7:
13
Properties=species:S:1:pos:R:3 method="wB97M-V/def2-TZVPD" multiplicity=8 e_above_lowest_kcal_mol=64.38 total_charge=+1 homo_ev="-13.1 / -13.6" s2=15.76 energy_ev=-26638.488
C -1.275 -0.210 -0.723
O -1.157 -0.954 0.499
C -0.021 -1.079 1.114
C 1.232 -1.181 0.568
H -0.962 0.959 -0.406
H -2.246 -0.622 -1.042
H -1.082 -0.162 -1.804
H -0.140 -0.981 2.198
H 1.373 -1.493 -0.472
H 2.048 -1.321 1.284
Eu 1.939 1.300 0.119
O 0.322 2.733 -0.245
H -0.031 3.011 -1.090

***

Entry 8:
11
Properties=species:S:1:pos:R:3 method="wB97M-V/def2-TZVPD" multiplicity=3 e_above_lowest_kcal_mol=33.01 homo_ev="-5.7 / -11.4" s2=2.01 energy_ev=-5935.943
C 0.355 1.183 -0.245
C 0.630 -1.341 -0.049
C 0.336 0.082 0.504
F -2.331 0.298 -0.159
H 0.377 2.183 0.125
H 0.386 1.212 -1.370
H -1.892 1.299 -0.152
H -0.182 -1.484 -0.739
H 0.353 -2.027 0.752
H 1.677 -1.398 -0.263
H 0.292 -0.008 1.594

***

Entry 9:
48
Properties=species:S:1:pos:R:3 method="wB97M-V/def2-TZVPD" e_above_lowest_kcal_mol=426.22 total_charge=-2 homo_ev=-3.8 energy_ev=-157082.049
Tl -6.966 -4.674 2.778
C -5.610 -3.078 6.060
C -6.349 -2.608 4.762
C -5.335 -2.666 3.664
O -7.473 -3.426 4.525
H -5.251 -4.107 6.038
H -6.019 -2.739 7.012
H -4.624 -2.613 6.078
H -6.665 -1.567 4.702
H -4.548 -1.922 3.789
H -5.659 -2.460 2.644
H -4.771 -3.597 3.725
N -7.519 -3.264 1.532
S -7.265 -2.036 0.622
O -7.083 -0.761 1.397
O -7.808 -1.949 -0.730
F -5.658 -2.345 0.368
S -9.222 -2.810 1.511
O -10.182 -3.496 0.610
O -9.641 -1.614 2.197
F -9.347 -3.857 2.735
N -8.373 -5.591 3.699
S -8.868 -6.031 5.038
O -8.574 -7.426 5.399
O -9.882 -5.271 5.713
F -7.578 -5.369 5.774
S -9.784 -6.161 3.002
O -10.969 -5.313 3.041
O -10.005 -7.606 2.954
F -9.330 -5.976 1.447
N -6.679 -5.535 1.054
S -5.721 -6.644 0.737
O -4.373 -6.337 0.355
O -6.274 -7.881 0.199
F -5.523 -7.200 2.285
S -7.237 -5.295 -0.518
O -8.513 -5.910 -0.907
O -6.306 -5.081 -1.624
F -7.816 -3.859 -0.267
N -5.397 -5.472 3.624
S -4.829 -6.254 4.791
O -3.998 -5.616 5.785
O -4.667 -7.671 4.646
F -6.320 -6.317 5.475
S -3.821 -5.312 2.973
O -3.101 -6.524 2.590
O -3.019 -4.141 3.421
F -4.312 -4.809 1.472

***

Entry 10:
14
Properties=species:S:1:pos:R:3 method="wB97M-V/def2-TZVPD" e_above_lowest_kcal_mol=17.01 homo_ev=-7.4 energy_ev=-17578.720
C 0.054 0.288 2.264
C -0.346 -0.648 -2.283
C -0.330 -0.156 -0.017
N -0.768 0.504 1.063
O -0.883 -0.059 -1.154
F 0.417 -1.225 0.206
I 2.321 1.610 -0.828
H 1.159 0.578 2.151
H -0.196 0.753 3.207
H 0.273 -0.778 2.390
H -0.147 -1.725 -2.182
H 0.548 -0.200 -2.594
H -0.968 -0.451 -3.087
H -1.133 1.509 0.864

***

Entry 11:
14
Properties=species:S:1:pos:R:3 method="wB97M-V/def2-TZVPD" e_above_lowest_kcal_mol=94.60 homo_ev=-9.2 energy_ev=-10965.064
N 2.045 0.433 0.029
N 0.870 0.916 0.701
C -0.245 0.227 0.314
C -0.115 -0.991 -0.707
O -0.103 -0.635 -2.249
C -1.585 0.641 0.999
F -2.349 -0.346 1.400
H 2.122 -0.632 0.346
H 2.894 1.137 0.101
H 0.635 -1.615 -0.130
H -1.126 -1.676 -0.690
H 0.650 -0.156 -2.284
H -2.468 1.251 0.435
H -1.225 1.445 1.735

***

Entry 12:
14
Properties=species:S:1:pos:R:3 method="wB97M-V/def2-TZVPD" e_above_lowest_kcal_mol=1.83 homo_ev=-9.2 energy_ev=-19757.100
H 1.211 1.537 -0.178
N 2.059 1.042 -0.347
C 1.719 -0.174 -0.165
N 2.680 -1.147 -0.140
S 0.080 -0.852 0.011
C -1.053 0.552 -0.088
C -2.416 0.052 0.263
F -2.847 -0.940 -0.595
H 2.412 -2.069 0.211
H 3.590 -0.821 0.062
H -1.129 0.970 -1.120
H -0.725 1.356 0.598
H -2.460 -0.319 1.255
H -3.121 0.814 0.232